No. 1
Here is a structure of composition H8K2NO7 from the Open Molecules 2025 dataset. Energies are from the ωB97M-V functional and the def2-TZVPD basis.

Atoms and positions in Å:
K  0.263  -1.706  -3.268
K  -3.491  -3.033  -0.341
N  -0.844  -0.287  -0.344
O  -1.393  -1.217  -0.930
O  -1.095  -0.069  0.847
O  0.101  0.258  -0.914
O  -0.292  1.843  3.121
H  -0.514  1.564  4.010
H  0.520  1.377  2.919
O  -0.894  0.549  -4.248
H  -0.360  1.076  -3.653
H  -1.726  1.019  -4.304
O  1.178  -2.076  2.702
H  0.907  -1.232  2.341
H  1.170  -2.672  1.953
O  2.283  1.902  -0.010
H  2.806  1.118  0.161
H  1.380  1.586  -0.043

The HOMO energy (alpha / beta) is -0.131 / -0.350 Eh. The spin multiplicity is 2. The calculation puts the HOMO-LUMO gap (alpha / beta) at 0.10239 / 0.33172 hartree. As for the molar mass: 212.260 g mol⁻¹. As for the calculated total energy: -1785.976738 a.u.

=====

No. 2
Here is a structure of composition H8LiO4 from the Open Molecules 2025 dataset. Energies are from the ωB97M-V functional and the def2-TZVPD basis.

Atoms and positions in Å:
Li  -0.256  0.327  -0.023
O  -2.495  -1.487  1.944
H  -3.266  -1.819  1.482
H  -2.427  -2.039  2.723
O  0.196  3.558  1.233
H  1.007  3.932  1.575
H  -0.431  4.281  1.257
O  -1.065  -1.687  -2.919
H  -1.900  -1.533  -3.362
H  -0.918  -2.629  -3.007
O  3.505  -0.470  -0.364
H  4.113  -0.629  0.359
H  3.937  0.196  -0.899

The HOMO energy is -0.545 Eh. Its energy above the lowest of the compared OMol25 structures with the same formula, charge and spin is 63.4 kcal/mol. Its charge is +1. The calculation puts the HOMO-LUMO gap at 0.38061 hartree. As for the molar mass: 79.001 g mol⁻¹. As for the calculated total energy: -313.070666 a.u.

=====

No. 3
Here is a structure of composition H8O12S2Zn from the Open Molecules 2025 dataset. Energies are from the ωB97M-V functional and the def2-TZVPD basis.

Atoms and positions in Å:
Zn  0.097  -0.447  -0.380
S  2.511  1.805  0.476
O  2.604  2.824  -0.586
O  3.794  1.089  0.669
O  2.056  2.412  1.714
O  1.535  0.743  0.025
S  -2.069  0.513  2.182
O  -2.083  -0.583  3.160
O  -1.540  1.738  2.790
O  -1.175  0.136  1.020
O  -3.420  0.701  1.620
O  -1.666  -1.572  -0.791
H  -2.506  -1.317  -0.376
H  -1.896  -2.050  -1.597
O  -0.636  1.102  -1.721
H  -1.403  1.444  -2.186
H  -0.018  1.849  -1.635
O  0.873  -1.240  -2.163
H  0.974  -0.645  -2.914
H  1.128  -2.109  -2.484
O  0.787  -1.876  0.816
H  1.149  -1.697  1.694
H  0.904  -2.818  0.669

The HOMO energy is -0.023 Eh. Its energy above the lowest of the compared OMol25 structures with the same formula, charge and spin is 80.0 kcal/mol. Its charge is -2. The calculation puts the HOMO-LUMO gap at 0.14311 hartree. As for the molar mass: 329.576 g mol⁻¹. As for the calculated total energy: -3483.447919 a.u.

=====

No. 4
Here is a cluster of 4 separate species, H8O3S2 in total from the Open Molecules 2025 dataset. Energies are from the ωB97M-V functional and the def2-TZVPD basis.

Atoms and positions in Å:
S  1.193  -0.627  -2.146
S  0.788  -2.646  -1.761
H  2.349  -0.567  -1.472
H  0.938  -3.011  -3.043
O  -1.911  1.220  -0.334
H  -1.737  0.276  -0.247
H  -2.782  1.337  0.055
O  -0.825  -1.446  0.989
H  -0.632  -2.064  1.702
H  -0.049  -1.507  0.431
O  1.038  3.252  2.208
H  0.248  2.712  2.291
H  1.380  3.072  1.328

The HOMO energy is -0.356 Eh. Its energy above the lowest of the compared OMol25 structures with the same formula, charge and spin is 10.9 kcal/mol. Its structure (SMILES) is SS.O.O.O. The calculation puts the HOMO-LUMO gap at 0.35597 hartree. As for the molar mass: 120.195 g mol⁻¹. As for the calculated total energy: -1026.868696 a.u.

=====

Among the records above, which one has the lowest calculated total energy? H8O12S2Zn

=====

Which of these has the highest calculated total energy? H8LiO4

=====

The lowest calculated total energy belongs to which entry? H8O12S2Zn

=====

The lowest calculated total energy belongs to which entry? H8O12S2Zn